The following is a quantum chemistry calculation of a molecular structure, C7H25N8NiO9 in a non-equilibrium geometry, from the OMol25 dataset.

The HOMO-LUMO gap (alpha / beta) comes out at 5.18 / 4.21 eV. As for the multiplicity: 3. The total charge is +1.

Each line ends with the Löwdin spin population.
Cartesian coordinates (Å):
1 Ni -12.1449 -2.9859 -1.9902  1.820
2 O -14.0004 -6.3557 -2.1222  0.000
3 C -14.2757 -5.3436 -1.2512  0.007
4 O -14.7850 -5.6022 -0.1528  0.018
5 O -13.9226 -4.1873 -1.5579  0.072
6 H -14.6114 -6.9442 -1.6728  0.000
7 C -18.1114 -4.4798 -0.0987  0.000
8 O -17.6062 -5.7820 -0.0854  0.000
9 H -17.5384 -3.6547 -0.5219  0.000
10 H -19.0284 -4.6591 -0.6600  0.000
11 H -18.3393 -4.0506 0.8770  0.000
12 H -16.6657 -5.6953 0.0867  0.000
13 C -15.5402 -4.7503 -5.0499  0.000
14 O -14.8795 -4.6028 -6.2845  0.000
15 H -15.6559 -3.9210 -4.3520  0.000
16 H -16.5853 -4.9653 -5.2725  0.000
17 H -15.0412 -5.5659 -4.5266  0.000
18 H -14.3755 -5.4197 -6.2641  0.000
19 C -13.5958 -1.3804 -4.4975  0.005
20 O -13.2344 -2.0220 -3.5070  0.027
21 N -13.8708 -1.9283 -5.5790  0.000
22 N -13.4080 -0.0733 -4.6498  0.001
23 H -13.7502 -1.4367 -6.4530  0.000
24 H -14.0944 -2.8984 -5.7491  0.000
25 H -13.5838 0.3742 -5.5380  0.000
26 H -13.1855 0.5329 -3.8731  0.000
27 C -15.9674 -8.7892 -2.5607  0.000
28 O -15.5079 -9.7512 -3.2078  0.000
29 N -16.1396 -8.6053 -1.2600  0.000
30 N -16.4381 -7.6826 -3.0519  0.000
31 H -15.9184 -9.4413 -0.7382  0.000
32 H -16.8987 -8.0321 -0.9204  0.000
33 H -16.6031 -6.8818 -2.4589  0.000
34 H -16.0848 -7.5416 -3.9875  0.000
35 C -11.2304 -5.2744 -4.0998  0.006
36 O -11.4300 -4.2452 -3.4282  0.043
37 N -10.2288 -5.4500 -4.8803  0.002
38 N -11.9431 -6.3392 -4.1162  -0.001
39 H -9.5161 -4.7344 -4.8754  0.000
40 H -10.2665 -6.2443 -5.5030  0.000
41 H -12.6657 -6.4203 -3.4153  0.000
42 H -11.9211 -7.0193 -4.8626  0.000
43 C -14.7179 -4.6172 3.1574  0.000
44 O -14.6122 -3.9906 4.1795  0.000
45 N -14.3618 -4.1420 2.0241  0.000
46 N -15.2544 -5.8171 2.9879  0.000
47 H -13.8239 -3.2876 1.9980  0.000
48 H -14.5021 -4.6566 1.1664  0.000
49 H -15.1772 -6.0526 2.0088  0.000
50 H -15.2430 -6.4759 3.7533  0.000